Entry 1:
ORCA calculation (wB97M-V/def2-TZVPD) on a 2-piece molecular cluster, C8H18NS2 overall in a non-equilibrium geometry.

The value obtained for the HOMO-LUMO gap (spin up / spin down) is 5.0 / 5.2 eV. For the LUMO energy (spin up / spin down), the calculation gives -5.69 / -7.71 eV. As for the net charge: +1. Its expectation value of S² is 2.01. Its spin multiplicity is 3.

CARTESIAN COORDINATES (ANGSTROEM)
C: 0.402 -1.985 -0.057
C: 1.900 -1.976 -0.162
C: 0.770 -0.080 2.352
C: 0.241 2.155 1.378
C: -2.282 0.684 -1.173
C: -0.204 0.220 -2.377
C: 0.580 0.697 1.003
C: -0.797 0.722 -1.054
N: -0.324 0.029 0.114
S: -0.772 -2.678 0.997
S: -0.790 -2.778 -1.149
H: 2.256 -1.555 0.680
H: 2.206 -1.388 -0.949
H: 2.321 -2.968 -0.444
H: -0.206 -0.056 3.085
H: 1.123 -1.132 2.222
H: 1.446 0.496 2.907
H: -0.859 2.219 1.557
H: 0.657 2.808 0.562
H: 0.661 2.442 2.240
H: -2.665 1.177 -2.083
H: -2.671 -0.376 -1.286
H: -2.804 1.118 -0.246
H: -0.626 -0.862 -2.499
H: 0.889 0.075 -2.326
H: -0.515 0.830 -3.232
H: 1.626 0.745 0.629
H: -0.398 1.759 -1.140
H: -1.168 -0.340 0.450

=====

Entry 2:
ORCA calculation (wB97M-V/def2-TZVPD) on C29H21Br4N4O4Pb as an isolated structure in a non-equilibrium geometry.

The value obtained for the HOMO-LUMO gap is 7.2 eV. For the LUMO energy, the calculation gives -2.73 eV. As for the net charge: +1.

CARTESIAN COORDINATES (ANGSTROEM)
Pb: -0.603 -1.712 -1.327
O: -2.199 -7.614 1.485
C: -1.807 -6.408 1.092
C: -1.931 -5.256 1.878
C: -1.556 -4.043 1.344
N: -1.063 -3.907 0.120
C: -0.884 -5.009 -0.589
Br: -0.076 -4.728 -2.286
C: -1.242 -6.274 -0.183
H: -2.570 -7.605 2.378
H: -2.325 -5.304 2.880
H: -1.655 -3.128 1.907
H: -1.112 -7.139 -0.811
C: -3.121 -0.229 0.626
C: -1.886 -0.317 1.462
C: -1.866 0.154 2.787
C: -0.709 0.063 3.516
C: 0.453 -0.488 2.939
C: 1.695 -0.615 3.592
Br: 1.885 -0.041 5.399
C: 2.782 -1.152 2.943
C: 2.662 -1.593 1.630
Br: 4.157 -2.323 0.728
C: 1.463 -1.530 0.912
O: 1.389 -1.980 -0.296
C: 0.348 -0.949 1.596
N: -0.816 -0.853 0.912
H: -3.943 0.206 1.185
H: -3.418 -1.219 0.281
H: -2.929 0.384 -0.253
H: -2.763 0.575 3.215
H: -0.676 0.409 4.538
H: 3.735 -1.238 3.443
C: 0.971 -1.748 -4.710
O: 0.653 -0.940 -3.590
C: 0.988 0.385 -3.637
C: 1.589 0.987 -4.714
C: 1.848 2.363 -4.695
Br: 2.591 3.172 -6.248
C: 1.555 3.124 -3.600
C: 0.965 2.523 -2.468
C: 0.632 1.137 -2.470
O: 0.014 0.599 -1.479
C: 0.676 3.298 -1.311
N: 0.173 2.813 -0.165
C: 0.026 3.834 0.743
C: -0.437 3.866 2.047
C: -0.459 5.098 2.674
C: -0.040 6.263 2.029
C: 0.432 6.239 0.729
C: 0.462 5.007 0.096
N: 0.857 4.626 -1.167
H: 0.460 -1.379 -5.604
H: 0.617 -2.752 -4.481
H: 2.052 -1.782 -4.875
H: 1.862 0.424 -5.593
H: 1.780 4.178 -3.621
H: -0.036 1.818 -0.089
H: -0.761 2.967 2.545
H: -0.807 5.167 3.692
H: -0.083 7.202 2.557
H: 0.763 7.136 0.230
H: 1.237 5.238 -1.870

=====

Entry 3:
ORCA calculation (wB97M-V/def2-TZVPD) on a 2-piece molecular cluster, C8H16FNO2S overall in a non-equilibrium geometry.

The value obtained for the HOMO-LUMO gap is 8.5 eV. For the LUMO energy, the calculation gives 0.14 eV. As for the net charge: 0. As for the SMILES: C=CS(=O)(=O)F.CN1CCCCC1.

CARTESIAN COORDINATES (ANGSTROEM)
C: 2.700 0.361 2.026
C: 2.249 0.431 3.286
S: 2.546 -0.864 4.432
O: 3.923 -0.929 4.822
O: 1.803 -2.045 4.107
F: 1.777 -0.231 5.729
H: 2.494 1.197 1.364
H: 3.290 -0.476 1.650
H: 1.675 1.253 3.713
C: 1.253 0.061 -1.574
N: -0.162 0.067 -1.776
C: -0.814 -1.167 -1.419
C: -2.280 -1.199 -1.846
C: -3.015 0.067 -1.394
C: -2.279 1.333 -1.844
C: -0.813 1.300 -1.416
H: 1.682 0.966 -2.023
H: 1.549 0.033 -0.508
H: 1.679 -0.823 -2.066
H: -0.242 -1.978 -1.897
H: -0.756 -1.341 -0.321
H: -2.325 -1.280 -2.939
H: -2.748 -2.099 -1.435
H: -4.033 0.068 -1.793
H: -3.087 0.066 -0.299
H: -2.322 1.414 -2.937
H: -2.747 2.234 -1.434
H: -0.757 1.471 -0.318
H: -0.241 2.112 -1.891

=====

Entry 4:
ORCA calculation (wB97M-V/def2-TZVPD) on C18H32N4O3Ti as an isolated structure in a non-equilibrium geometry.

The value obtained for the HOMO-LUMO gap (spin up / spin down) is 8.0 / 7.7 eV. For the LUMO energy (spin up / spin down), the calculation gives -10.34 / -10.63 eV. As for the net charge: +3. Its expectation value of S² is 0.75. Its spin multiplicity is 2.

CARTESIAN COORDINATES (ANGSTROEM)
Ti: -0.031 0.653 0.820
C: 3.972 -0.322 0.555
C: 2.998 -1.174 1.377
C: 2.587 -2.436 0.610
C: 1.818 -0.378 1.912
C: 1.893 1.029 2.057
C: 0.934 1.737 2.799
C: -0.230 1.113 3.268
C: -1.205 1.823 4.153
C: -0.404 -0.250 2.939
C: 0.638 -0.993 2.355
H: 4.709 -0.969 0.081
H: 4.532 0.389 1.166
H: 3.456 0.230 -0.235
H: 3.522 -1.499 2.283
H: 2.057 -2.178 -0.312
H: 1.971 -3.120 1.197
H: 3.482 -2.990 0.330
H: 2.799 1.539 1.771
H: 1.124 2.772 3.052
H: -0.934 1.604 5.191
H: -2.226 1.473 4.010
H: -1.164 2.903 4.025
H: -1.265 -0.770 3.331
H: 0.539 -2.067 2.318
C: -2.592 5.376 0.555
O: -1.667 4.268 0.824
C: -1.782 3.133 0.237
O: -0.899 2.250 0.566
N: -2.739 2.902 -0.631
N: -2.868 1.654 -1.255
H: -2.265 6.177 1.203
H: -3.607 5.075 0.813
H: -2.500 5.679 -0.488
H: -3.387 3.643 -0.857
H: -2.694 1.775 -2.247
H: -3.825 1.341 -1.141
C: 1.607 -0.053 -2.746
N: 0.654 -1.160 -2.588
C: 0.695 -2.182 -3.657
C: -0.659 -2.839 -3.802
C: -1.097 -3.361 -2.453
N: -1.009 -2.295 -1.426
C: -1.863 -2.495 -0.254
C: -0.145 -1.307 -1.548
O: -0.070 -0.403 -0.560
H: 1.448 0.407 -3.719
H: 2.627 -0.435 -2.708
H: 1.477 0.696 -1.983
H: 1.465 -2.915 -3.407
H: 0.996 -1.681 -4.573
H: -0.592 -3.664 -4.509
H: -1.389 -2.127 -4.193
H: -0.480 -4.203 -2.133
H: -2.130 -3.698 -2.479
H: -2.874 -2.709 -0.593
H: -1.897 -1.616 0.368
H: -1.514 -3.346 0.331

=====

Entry 5:
ORCA calculation (wB97M-V/def2-TZVPD) on one molecule with the formula C15H20Cl2N2O5S in a non-equilibrium geometry.

The value obtained for the HOMO-LUMO gap is 8.6 eV. For the LUMO energy, the calculation gives 0.42 eV. As for the net charge: 0.

CARTESIAN COORDINATES (ANGSTROEM)
C: 5.304 1.802 -2.592
H: 4.230 1.623 -2.690
O: 5.710 1.848 -1.243
C: 5.574 0.634 -0.555
C: 4.123 0.257 -0.225
O: 3.552 -0.354 -1.368
C: 2.291 -0.832 -1.298
C: 1.484 -0.779 -0.170
C: 0.196 -1.312 -0.173
C: -0.279 -1.902 -1.347
C: 0.505 -1.951 -2.486
C: 1.780 -1.421 -2.463
Cl: 2.767 -1.482 -3.874
H: 0.127 -2.406 -3.387
Cl: -1.860 -2.608 -1.392
N: -0.624 -1.261 0.948
C: -0.258 -0.963 2.223
O: 0.871 -0.737 2.599
C: -1.441 -0.913 3.162
H: -2.219 -1.613 2.873
H: -1.116 -1.079 4.187
S: -2.109 0.837 3.125
O: -1.623 1.457 1.896
C: -3.888 0.367 2.748
C: -3.897 -0.195 1.350
O: -3.615 -1.376 1.170
N: -4.162 0.647 0.342
C: -4.383 2.068 0.505
H: -5.311 2.267 1.047
H: -3.544 2.533 1.025
H: -4.462 2.517 -0.481
C: -4.133 0.150 -1.015
H: -4.044 -0.934 -0.986
H: -5.056 0.423 -1.530
H: -3.279 0.564 -1.555
H: -4.490 1.260 2.876
H: -4.175 -0.392 3.470
H: -1.600 -1.503 0.776
H: 1.839 -0.330 0.740
H: 3.563 1.160 0.048
H: 4.114 -0.443 0.619
H: 6.024 -0.189 -1.128
H: 6.123 0.769 0.380
H: 5.841 1.016 -3.136
H: 5.551 2.774 -3.017

=====

Entry 6:
ORCA calculation (wB97M-V/def2-TZVPD) on C34H45F6N3O8S4 as an isolated structure in a non-equilibrium geometry.

The value obtained for the HOMO-LUMO gap is 4.8 eV. For the LUMO energy, the calculation gives -3.26 eV. As for the net charge: 0.

CARTESIAN COORDINATES (ANGSTROEM)
C: -0.281 -2.145 6.657
C: -0.655 -2.783 5.195
C: 0.527 -3.683 4.502
O: 1.900 -3.234 4.780
C: 2.463 -2.487 3.606
C: 1.950 -0.939 3.772
C: 2.536 -0.535 5.251
N: 2.678 0.855 5.145
C: 2.227 1.499 3.817
C: 0.633 1.795 4.164
C: 0.069 3.217 3.576
C: -1.592 3.044 3.491
S: -2.264 3.080 1.744
C: -2.737 1.322 1.161
S: -2.245 -0.031 2.090
N: -3.512 1.236 -0.142
C: -3.939 -0.176 -0.476
C: -5.166 -0.923 0.380
C: -5.730 -2.432 0.070
C: -5.050 -3.294 -1.178
C: -3.833 -2.639 -2.063
C: -3.305 -1.096 -1.711
C: -2.634 1.854 -1.208
C: -0.995 1.744 -1.297
C: -0.160 2.522 -2.507
C: -0.911 3.440 -3.686
C: -2.560 3.514 -3.618
C: -3.400 2.733 -2.401
C: 2.564 0.234 2.774
C: 4.197 0.194 2.637
C: 4.785 -0.936 1.606
O: 5.646 -1.959 2.218
C: 5.588 -3.093 1.237
O: 6.507 -3.148 0.233
C: 4.453 -4.276 1.244
C: 3.219 -4.048 0.171
C: 1.631 0.643 1.490
O: 2.208 0.343 0.172
C: 3.011 1.458 -0.356
C: 3.410 1.192 -1.959
H: 0.690 -2.567 7.154
H: -1.192 -2.399 7.384
H: -0.276 -0.955 6.588
H: -1.054 -1.907 4.488
H: -1.599 -3.488 5.357
H: 0.432 -4.785 4.952
H: 0.283 -3.795 3.355
H: 3.640 -2.480 3.803
H: 2.167 -2.964 2.578
H: 0.797 -1.022 3.593
H: 2.825 -1.230 6.174
H: 3.058 1.498 5.902
H: 2.767 2.501 3.523
H: -0.097 0.955 3.804
H: 0.529 1.850 5.348
H: 0.260 4.150 4.260
H: 0.431 3.492 2.498
H: -2.069 3.963 4.083
H: -1.964 2.076 4.074
H: -5.649 -0.306 1.271
H: -6.619 -2.869 0.729
H: -5.489 -4.369 -1.391
H: -3.352 -3.297 -2.936
H: -2.433 -0.676 -2.390
H: -0.383 1.112 -0.495
H: 1.019 2.493 -2.582
H: -0.273 3.997 -4.528
H: -3.113 4.137 -4.466
H: -4.583 2.853 -2.414
H: 4.766 0.024 3.673
H: 4.528 1.290 2.297
H: 5.388 -0.469 0.687
H: 3.853 -1.507 1.133
H: 4.018 -4.432 2.321
H: 4.949 -5.318 0.941
H: 2.143 -4.200 0.664
H: 3.261 -4.859 -0.702
H: 3.223 -2.997 -0.349
H: 0.629 0.029 1.576
H: 1.340 1.800 1.466
H: 2.485 2.522 -0.244
H: 4.065 1.590 0.188
H: 3.938 2.165 -2.373
H: 4.206 0.315 -1.970
H: 2.475 0.857 -2.578
C: -2.964 0.280 -6.294
F: -2.473 0.109 -5.033
F: -2.681 -0.872 -6.974
F: -4.326 0.312 -6.174
S: -2.305 1.761 -7.129
O: -0.858 1.536 -7.183
O: -2.719 2.877 -6.275
N: -3.097 1.584 -8.491
S: -2.770 2.738 -9.529
O: -1.425 2.726 -10.111
O: -3.286 4.069 -9.205
C: -3.851 2.143 -10.871
F: -5.162 2.071 -10.490
F: -3.518 0.886 -11.291
F: -3.818 2.937 -11.980

=====

Entry 7:
ORCA calculation (wB97M-V/def2-TZVPD) on C3H6N5S2 as an isolated structure in a non-equilibrium geometry.

The value obtained for the HOMO-LUMO gap (spin up / spin down) is 5.8 / 7.0 eV. For the LUMO energy (spin up / spin down), the calculation gives -4.11 / -6.73 eV. As for the net charge: +1. Its expectation value of S² is 2.01. Its spin multiplicity is 3.

CARTESIAN COORDINATES (ANGSTROEM)
C: -2.204 -1.535 -0.055
C: 1.340 -0.067 -0.076
C: -0.664 1.163 0.284
N: -1.417 -2.355 0.151
N: 1.738 -1.327 -0.213
N: 2.059 0.983 -0.405
N: -2.469 0.776 0.758
N: 0.070 0.087 0.468
S: -0.320 2.644 -0.101
S: -3.161 -0.201 -0.451
H: 2.691 -1.464 -0.637
H: 1.261 -2.168 -0.066
H: 2.907 0.722 -0.843
H: 1.536 1.871 -0.118
H: -2.910 1.692 0.617
H: -0.458 -0.821 0.686

=====

Entry 8:
ORCA calculation (wB97M-V/def2-TZVPD) on one molecule with the formula C5H10O2.

The value obtained for the HOMO-LUMO gap (spin up / spin down) is 8.1 / 8.1 eV. For the LUMO energy (spin up / spin down), the calculation gives -0.79 / -0.79 eV. As for the net charge: 0.

CARTESIAN COORDINATES (ANGSTROEM)
O: -0.998 0.527 1.435
C: -0.823 1.436 0.357
C: 0.474 1.116 -0.428
C: 0.754 -0.397 -0.386
C: 0.710 -0.886 1.028
O: -1.200 -1.521 0.173
C: -0.364 -1.297 -0.947
H: -1.329 -0.375 0.925
H: -0.781 2.457 0.760
H: -1.689 1.368 -0.322
H: 1.331 1.642 0.022
H: 0.396 1.462 -1.469
H: 1.764 -0.563 -0.813
H: 1.107 -0.270 1.834
H: 0.752 -1.956 1.214
H: 0.079 -2.250 -1.293
H: -0.902 -0.853 -1.805